ORCA calculation (the ωB97M-V functional and the def2-TZVPD basis) on a cluster of 2 separate species, C2H9N3 in total in a non-equilibrium geometry.

## Properties
* structure (SMILES): C=N.NCN
* charge: 0
* HOMO-LUMO gap: 9.15 eV
* max |F|: 2.9 eV/Å
* energy relative to the best compared isomer or geometry (same formula, charge and spin): 43.6 kcal per mole

The geometry in XYZ format:
```
14
Properties=species:S:1:pos:R:3:forces:R:3
C 2.3437 -1.3760 0.1154 -1.01 0.20 0.71
N 1.9071 -0.6701 1.0575 0.70 1.91 1.42
H 1.5507 -1.9584 -0.3160 0.12 -0.68 -0.72
H 3.3484 -1.4399 -0.2259 0.88 0.00 -0.40
H 2.5845 -0.0015 1.5393 -0.62 -1.39 -0.97
N -1.2604 0.0486 0.8821 0.35 1.69 0.53
C -1.6673 1.1347 -0.1043 2.35 -0.83 0.87
N -1.1807 0.8413 -1.4662 -1.99 1.33 0.35
H -1.4456 -0.8954 0.5856 -0.21 0.05 -0.43
H -0.2873 0.0794 1.2252 -0.75 0.12 -0.62
H -2.7406 1.1246 -0.0578 -0.42 0.47 -0.33
H -1.2210 2.1901 0.2725 -1.11 -2.58 -0.81
H -0.2091 0.7100 -1.4429 1.19 -0.55 -0.35
H -1.7223 0.2127 -2.0646 0.52 0.25 0.76
```
Forces are in eV/Å.